1) Molecular formula: C2H6O2S
Method: DFT, ωB97M-V/def2-TZVPD

```
! RIJCOSX wB97M-V def2-TZVPD def2/J DEFGRID3
* xyz 0 1
S -1.158 0.968 0.223
O 2.525 -0.624 -1.242
O -1.552 0.893 -1.389
C -1.531 -0.664 0.914
C 2.839 0.026 -0.282
H -1.030 -1.573 0.505
H 2.529 1.123 -0.384
H -2.191 1.573 -1.702
H -1.072 -0.567 1.927
H -2.654 -0.771 0.848
H 3.297 -0.384 0.581
*
```

As for the LUMO energy: 0.64 eV. As for the HOMO-LUMO gap: 9.2 eV. Its HOMO energy is -8.519 eV.

2) Molecular formula: C2H6O2S
Method: DFT, ωB97M-V/def2-TZVPD

```
! RIJCOSX wB97M-V def2-TZVPD def2/J DEFGRID3
* xyz 0 1
S -0.213 -0.557 1.348
O 0.246 -1.896 1.403
O -1.625 -0.209 1.474
C 0.623 0.199 -0.172
C -0.395 0.201 -1.274
H 0.726 0.547 2.439
H -1.124 1.077 -1.143
H 1.473 -0.395 -0.538
H 0.024 0.630 -2.140
H 1.012 1.126 0.022
H -0.746 -0.722 -1.418
*
```

As for the LUMO energy: -0.14 eV. As for the HOMO-LUMO gap: 10.3 eV. Its HOMO energy is -10.404 eV.

3) Molecular formula: C2H6O2S
Method: DFT, ωB97M-V/def2-TZVPD

```
! RIJCOSX wB97M-V def2-TZVPD def2/J DEFGRID3
* xyz 0 1
S 1.319 0.092 0.498
O 1.352 -1.476 0.093
O 1.950 0.810 -0.564
C -1.193 1.026 0.019
C -1.383 -0.099 -0.631
H -0.872 -0.232 -1.579
H -1.860 -1.097 -0.172
H 2.422 -0.100 1.334
H -1.702 1.120 1.071
H -0.633 2.017 -0.361
H 0.601 -2.060 0.292
*
```

As for the LUMO energy: 0.50 eV. As for the HOMO-LUMO gap: 9.6 eV. Its HOMO energy is -9.153 eV.

Which is the most stable structure? 1) is the most stable.

1) Molecular formula: C5H5FO
Method: DFT, ωB97M-V/def2-TZVPD

```
! RIJCOSX wB97M-V def2-TZVPD def2/J DEFGRID3
* xyz 0 1
F -1.225 1.159 2.228
O 0.782 -0.872 -1.445
C -0.561 1.389 1.076
C 0.581 0.488 -1.007
C -0.162 0.378 0.294
C -0.348 -1.056 0.518
C 0.218 -1.684 -0.513
H 0.343 -2.718 -0.706
H 1.577 0.954 -0.905
H -0.412 2.429 0.870
H -0.842 -1.499 1.392
H 0.049 1.031 -1.802
*
```

As for the LUMO energy: 0.96 eV. As for the HOMO-LUMO gap: 9.0 eV. Its HOMO energy is -8.015 eV.

2) Molecular formula: C5H5FO
Method: DFT, ωB97M-V/def2-TZVPD

```
! RIJCOSX wB97M-V def2-TZVPD def2/J DEFGRID3
* xyz 0 1
F 2.005 -0.350 -0.318
O -1.536 0.269 -0.227
C 0.795 -0.321 0.412
C -1.345 -1.027 -0.003
C -0.105 -1.517 0.047
C -0.190 0.807 -0.094
C 0.049 2.129 0.060
H -0.894 2.866 0.233
H 0.831 -0.445 1.588
H -2.452 -1.520 0.183
H 1.112 2.227 0.222
H 0.420 -2.561 -0.080
*
```

As for the LUMO energy: 0.67 eV. As for the HOMO-LUMO gap: 9.6 eV. Its HOMO energy is -8.888 eV.

Which is the most stable structure? 1) is the most stable.